Record 1
56
Properties=species:S:1:pos:R:3 method="wB97M-V/def2-TZVPD" e_above_lowest_kj_mol=129.1 charge=+2 homo_lumo_gap_ev=5.9
Ir 0.1333 0.2859 -0.1578
N 0.3072 0.0464 3.9993
C -0.4627 0.2186 2.9276
N 0.3029 0.2455 1.8458
C 1.5939 0.0755 2.3384
N 1.5945 -0.0434 3.6572
C 2.6664 0.0223 1.4207
C 4.0303 -0.0504 1.7629
N 4.9327 -0.0703 0.8430
C 4.6170 -0.0455 -0.4609
C 3.2902 0.0320 -0.8252
N 2.3151 0.0750 0.0793
H 0.0358 0.0053 4.9733
H -1.5306 0.3127 2.9337
H 4.3182 -0.0726 2.8061
H 5.4161 -0.0780 -1.1822
H 3.0143 0.0682 -1.8682
S -4.0961 -1.9017 -0.0020
C -2.9571 -3.2204 -0.0081
C -3.1861 -4.5880 0.0107
C -2.0923 -5.4355 0.0120
C -0.7829 -4.9406 0.0040
C -0.5436 -3.5850 -0.0208
C -1.6353 -2.7137 -0.0312
N -1.5769 -1.3609 -0.0477
C -2.7628 -0.7816 -0.0342
C -2.8491 0.6505 -0.0424
C -4.0599 1.3534 0.0019
C -4.0611 2.7303 0.0303
C -2.8616 3.4321 0.0015
C -1.6519 2.7472 -0.0515
C -1.6280 1.3682 -0.0757
H -4.1892 -4.9827 0.0284
H -2.2462 -6.5026 0.0236
H 0.0473 -5.6290 0.0241
H 0.4546 -3.1708 -0.0244
H -4.9839 0.7988 0.0294
H -4.9926 3.2703 0.0742
H -2.8698 4.5096 0.0243
H -0.7310 3.3174 -0.0618
N 0.0685 0.2685 -2.0859
C -0.1090 0.0135 -3.2097
N -0.3010 -0.2465 -4.4463
C -1.4143 0.3444 -5.1793
C -0.9399 0.7055 -6.5987
O -0.3879 -0.4196 -7.2227
C 0.7559 -0.8730 -6.5561
C 0.4012 -1.3275 -5.1269
H -1.7828 1.2226 -4.6484
H -2.2171 -0.3978 -5.2558
H -0.2066 1.5246 -6.5584
H -1.7926 1.0165 -7.2033
H 1.5224 -0.0836 -6.5248
H 1.1366 -1.7219 -7.1258
H 1.2980 -1.6012 -4.5699
H -0.2641 -2.1964 -5.1883

Record 2
51
Properties=species:S:1:pos:R:3 method="wB97M-V/def2-TZVPD" e_above_lowest_kj_mol=95.7 spin_multiplicity=2 charge=0 homo_lumo_gap_ev="6.9 / 6.7"
V 7.2650 12.8325 6.6684
C 7.8694 6.4544 10.5460
C 7.0781 7.2451 9.5177
C 5.5621 6.7853 9.5529
C 7.8678 6.9314 8.1789
C 7.1327 8.7831 9.8138
C 7.2274 9.1921 11.1230
C 7.1209 10.5677 11.4507
C 6.7848 11.5094 10.4846
S 6.8778 13.2376 10.5307
C 6.3104 13.3016 8.8488
N 6.3317 12.1139 8.1819
C 6.5955 11.0806 9.1058
C 6.8907 9.7489 8.8226
C 5.8413 14.5077 8.1830
C 5.0282 15.5451 8.7037
C 4.6930 16.5574 7.8864
C 5.0981 16.6189 6.5423
C 5.9374 15.6374 6.0249
C 6.2278 14.5461 6.8464
H 7.8393 5.4251 10.2614
H 7.4403 6.5218 11.5660
H 8.8346 7.0028 10.5568
H 5.5286 5.6573 9.5628
H 5.0397 7.2351 8.6696
H 5.0828 7.2289 10.4614
H 8.1035 5.8752 8.1490
H 8.8457 7.4655 8.0894
H 7.2719 7.2373 7.3479
H 7.4867 8.4151 11.8614
H 7.3626 10.9327 12.4451
H 6.9793 9.4461 7.7733
H 4.7278 15.6148 9.7692
H 4.1139 17.4016 8.2711
H 4.8212 17.5172 5.9945
H 6.3013 15.5827 5.0042
N 8.8586 12.8820 7.0152
C 10.1776 12.9266 6.6709
C 11.1505 13.2035 7.6911
C 12.3705 13.6814 7.3096
C 12.7886 13.5548 6.0040
C 11.9440 12.9909 5.0176
C 10.6441 12.7104 5.3262
H 10.7431 13.2367 8.6986
H 12.9955 14.1589 8.0413
H 13.7440 13.8484 5.6864
H 12.3561 12.8836 4.0423
H 9.8900 12.4413 4.5778
Se 6.2574 9.1163 4.0229
C 6.5351 10.7009 4.6027
N 6.8705 11.6769 5.2511

Number 1: E -52856.5049 eV. Number 2: E -131566.3536 eV.